A molecular structure, C18H41GaN2P3S2 at a distorted geometry, computed with ωB97M-V with the def2-TZVPD basis set.

The net charge is +3. Its electronic energy is -4564.16874 a.u. The value obtained for the energy above the lowest of the compared OMol25 structures with the same formula, charge and spin is 0.0 kJ/mol. As for the gap between HOMO and LUMO: 3.5 eV.

Element x y z (Å)
1 Ga -0.0633 0.7824 -0.3990
2 P -1.0296 -2.7415 0.4692
3 P 1.2976 -0.4009 -2.3009
4 P -1.9125 1.3203 1.4054
5 H 0.0973 7.6860 -5.8573
6 C 0.0222 8.1119 -4.8539
7 C 1.1102 8.4000 -4.1295
8 H 2.1176 8.2069 -4.5092
9 C -2.1144 -2.0711 -0.8001
10 C -0.3326 -4.2388 -0.2066
11 C -2.0603 -3.1726 1.8500
12 C 2.4748 0.8128 -2.9922
13 C 2.3359 -1.8791 -2.0164
14 C 0.3492 -0.8727 -3.7932
15 C -1.9273 3.1218 1.7092
16 C -1.7166 0.6455 3.0960
17 C -3.6805 1.0390 1.0286
18 H -0.9833 8.3369 -4.4918
19 H 1.0362 8.8782 -3.1498
20 H -2.8424 -2.8863 -1.0197
21 H -1.5946 -1.8459 -1.7409
22 H -2.7023 -1.2056 -0.4677
23 H -1.1197 -4.9830 -0.0157
24 H 0.6159 -4.5370 0.2479
25 H -0.2036 -4.0816 -1.2853
26 H -2.4735 -4.1472 1.5548
27 H -2.8660 -2.4325 1.9207
28 H -1.4959 -3.2595 2.7861
29 H 3.1024 0.2956 -3.7342
30 H 3.0994 1.2251 -2.1934
31 H 1.9350 1.6390 -3.4677
32 H 2.2112 -2.5871 -2.8478
33 H 2.0602 -2.3724 -1.0751
34 H 3.3874 -1.5703 -1.9524
35 H 1.0302 -0.8442 -4.6543
36 H -0.4659 -0.1604 -3.9587
37 H -0.0636 -1.8817 -3.6853
38 H -2.7715 3.3539 2.3794
39 H -2.0478 3.6610 0.7632
40 H -0.9807 3.4326 2.1622
41 H -2.6064 0.8878 3.6961
42 H -0.8267 1.0959 3.5625
43 H -1.5713 -0.4443 3.0684
44 H -4.2805 1.7698 1.5853
45 H -3.9938 0.0264 1.3003
46 H -3.8562 1.1927 -0.0424
47 C 0.3768 3.5946 -1.6088
48 C -0.9221 3.3811 -2.1100
49 C -1.3413 4.0112 -3.2808
50 C -0.5149 4.9592 -3.9023
51 C 0.7407 5.2574 -3.3408
52 C 1.1823 4.5822 -2.2178
53 S 1.1021 2.7649 -0.2829
54 H -1.2725 0.4777 -1.3291
55 H -1.6124 2.7145 -1.5913
56 H -2.3275 3.7736 -3.7072
57 H -0.8598 5.4907 -4.7965
58 H 1.3467 6.0623 -3.7659
59 H 2.1542 4.8095 -1.7815
60 N 0.9687 -3.9617 3.0303
61 C 1.2303 -2.6700 2.8348
62 N 2.0272 -2.0296 3.6973
63 S 0.6102 -1.7686 1.4341
64 H 1.3700 -4.4424 3.8379
65 H 0.5042 -4.5306 2.3183
66 H 2.3380 -1.0799 3.5054
67 H 2.4123 -2.5156 4.5066

Forces on the atoms, in the same order (eV/Å):
Ga -0.366 1.951 -1.216
P -0.219 -1.441 0.727
P 0.831 -0.250 -0.209
P 0.250 0.218 1.119
H 0.019 0.094 0.288
C 0.470 0.354 0.240
C -0.501 0.100 -0.414
H -0.314 0.088 0.092
C -0.119 0.628 -0.457
C -0.235 -0.087 -0.276
C -0.399 -0.242 0.002
C -0.028 0.127 0.277
C 0.116 -0.184 0.113
C -0.432 0.185 0.356
C 0.255 0.003 -0.142
C 0.013 -0.003 0.088
C 0.203 -0.294 -0.506
H 0.302 -0.052 -0.077
H 0.007 -0.192 -0.287
H 0.537 0.020 0.429
H -0.044 0.072 0.362
H 0.365 -0.142 -0.039
H 0.371 -0.156 -0.371
H -0.150 0.007 -0.207
H 0.123 -0.325 0.210
H -0.269 0.194 0.417
H 0.118 -0.218 0.265
H -0.398 0.018 -0.223
H -0.218 0.149 0.199
H -0.071 -0.053 -0.158
H 0.056 -0.125 0.082
H 0.174 0.183 0.233
H 0.170 0.014 -0.240
H -0.229 -0.199 0.019
H -0.154 -0.072 0.232
H 0.101 -0.114 -0.068
H 0.034 0.154 -0.108
H 0.326 -0.098 -0.226
H 0.004 -0.046 0.157
H -0.175 -0.023 -0.102
H 0.328 -0.111 -0.069
H -0.306 -0.107 -0.113
H -0.158 0.270 0.088
H 0.158 -0.234 -0.068
H -0.031 0.123 -0.025
H -0.069 -0.009 0.154
C -0.722 1.106 -1.685
C 0.439 -0.134 0.089
C 0.058 0.406 -0.337
C 0.052 -0.215 0.273
C -0.492 0.143 -0.234
C -0.119 -0.536 0.203
S -0.051 -1.507 1.591
H -0.353 0.004 -0.254
H 0.173 0.065 -0.172
H 0.505 0.227 0.303
H 0.194 -0.260 0.410
H -0.264 -0.522 0.140
H -0.130 -0.073 -0.178
N -0.132 0.369 -0.352
C 0.388 -1.167 0.981
N -0.938 -0.064 -1.349
S 0.906 1.696 -0.356
H -0.192 -0.015 -0.336
H 0.312 0.302 0.675
H -0.135 -0.177 0.286
H 0.054 0.180 -0.246